No. 1
Molecular formula: C38H31F10KN10O
Method: DFT, ωB97M-V/def2-TZVPD

Geometry (Å):
K1 0.846 0.478 0.983
F1 3.661 4.123 -3.427
F2 0.187 3.147 -6.482
F3 4.551 4.226 2.072
F4 2.790 2.151 -1.790
F5 -0.541 5.153 0.293
F6 2.651 2.466 2.708
F7 2.333 4.713 -5.766
F8 -0.696 1.191 -4.958
F9 3.971 6.489 0.583
F10 1.369 6.851 -0.265
O1 -0.489 -4.697 -0.517
N1 0.115 2.721 1.972
N2 2.191 -1.322 -2.067
N3 2.517 -1.475 1.646
N4 0.573 0.746 -2.286
N5 -0.164 -1.776 2.704
N6 -1.303 1.482 -0.375
N7 2.217 -3.660 -2.431
N8 0.611 -2.763 -1.137
N9 -2.702 -1.519 1.682
N10 0.947 -1.775 3.343
C1 0.339 1.940 -4.458
C2 2.086 -1.238 2.903
C3 -6.083 -0.536 -0.514
C4 2.908 -0.571 3.846
C5 0.797 2.938 -5.286
C6 1.894 3.719 -4.945
C7 -3.443 -3.415 2.938
C8 -1.128 -2.608 3.107
C9 -1.774 1.505 0.999
C10 1.691 5.739 0.446
C11 -1.302 2.742 1.764
C12 0.402 -4.092 -1.066
C13 4.185 -0.228 3.497
C14 0.925 3.641 1.542
C15 -5.846 0.058 0.717
C16 2.551 3.421 -3.750
C17 2.305 3.529 1.922
C18 -0.695 0.065 -2.312
C19 -5.222 -1.527 -0.967
C20 -4.756 -0.313 1.477
C21 2.098 2.419 -2.932
C22 -3.864 -1.296 1.023
C23 3.006 5.563 0.858
C24 -1.915 -4.470 4.466
C25 -1.318 0.131 -0.914
C26 -3.195 -4.354 3.881
C27 -2.439 -2.476 2.510
C28 3.289 4.427 1.612
C29 3.418 -3.782 -3.199
C30 -0.924 -3.620 4.079
C31 0.926 1.629 -3.182
C32 -4.134 -1.911 -0.211
C33 1.678 -2.528 -1.873
C34 1.537 -4.799 -1.883
C35 0.706 4.834 0.763
C36 3.758 -1.142 1.343
C37 4.644 -0.539 2.215
C38 -2.118 2.350 -1.199
H1 -0.541 -0.995 -2.545
H2 -0.742 -0.518 -0.254
H3 4.263 -4.122 -2.588
H4 -3.984 -5.027 4.197
H5 3.261 -4.503 -4.008
H6 2.916 -1.227 -2.759
H7 -4.568 0.151 2.435
H8 -5.403 -2.006 -1.922
H9 -1.735 -5.236 5.210
H10 1.577 -0.463 -1.951
H11 2.179 -5.390 -1.219
H12 5.659 -0.312 1.921
H13 0.068 -3.686 4.502
H14 -1.399 0.463 -3.046
H15 3.678 -2.824 -3.649
H16 -6.930 -0.230 -1.114
H17 -1.672 3.641 1.265
H18 -6.524 0.813 1.096
H19 -2.101 3.361 -0.802
H20 -3.453 -2.676 -0.553
H21 4.067 -1.402 0.333
H22 4.837 0.257 4.212
H23 -2.346 -0.262 -0.970
H24 -1.398 0.622 1.520
H25 -2.874 1.469 1.031
H26 -1.776 2.703 2.757
H27 -1.715 2.382 -2.208
H28 -4.424 -3.319 2.489
H29 2.511 -0.367 4.828
H30 1.117 -5.452 -2.656
H31 -3.164 1.998 -1.250

As for the energy above the lowest of the compared OMol25 structures with the same formula, charge and spin: 266.1 kJ/mol. The LUMO energy is 0.13757 Eh. The total charge is -2. The value obtained for the molar mass is 872.81 g mol⁻¹.

No. 2
Molecular formula: C96H78O18
Method: DFT, ωB97M-V/def2-TZVPD

Geometry (Å):
O1 0.020 -9.085 -4.639
O2 4.043 -0.211 5.634
O3 -4.829 1.479 2.485
O4 5.181 3.964 4.393
O5 2.201 0.342 2.019
O6 4.668 0.524 -1.872
O7 -2.406 1.721 8.145
O8 -1.588 3.676 -1.213
O9 2.875 -1.203 -4.669
O10 -7.434 -1.212 -7.105
O11 6.699 -2.108 -0.680
O12 -3.825 -8.661 -1.121
O13 -3.507 2.045 -5.390
O14 -0.027 4.776 5.284
O15 -2.555 -1.948 1.283
O16 6.404 -0.523 2.861
O17 -4.820 1.300 6.375
O18 6.469 2.779 -4.909
C1 4.162 1.519 -1.009
C2 -2.658 -7.472 -2.790
C3 3.057 4.164 3.400
C4 6.028 0.489 -4.805
C5 -4.013 1.389 0.262
C6 -3.466 -12.383 -3.182
C7 4.146 2.201 -5.009
C8 -4.710 0.220 -0.038
C9 0.789 4.161 2.621
C10 4.026 4.225 4.516
C11 5.869 -0.114 -1.411
C12 1.270 3.917 1.365
C13 5.576 -1.898 -4.555
C14 2.656 5.879 8.260
C15 -3.662 -11.214 -2.484
C16 -3.803 -2.909 -5.605
C17 1.062 -0.026 1.818
C18 4.436 4.996 6.850
C19 -2.382 0.285 8.360
C20 -0.972 -6.449 -4.167
C21 -2.587 -5.107 -2.964
C22 -2.161 5.185 1.038
C23 -3.815 0.273 -2.297
C24 4.037 5.595 8.024
C25 -1.034 -8.975 -4.060
C26 -0.032 -1.981 -1.813
C27 -5.800 1.793 -5.913
C28 -5.958 1.421 5.537
C29 2.607 3.728 1.070
C30 -2.342 5.885 2.243
C31 -2.384 3.208 -0.424
C32 6.920 -2.112 -4.329
C33 -3.172 1.952 -0.672
C34 0.740 -0.750 0.516
C35 1.883 1.456 -4.946
C36 -0.543 -1.252 0.397
C37 -1.854 -10.135 -3.672
C38 5.157 -0.589 -4.770
C39 -6.087 3.164 -5.694
C40 -8.027 1.384 -6.721
C41 -3.681 4.035 3.005
C42 6.670 -2.929 0.489
C43 -8.314 2.709 -6.549
C44 -1.511 -5.205 -3.829
C45 -2.947 -10.052 -2.781
C46 3.524 3.885 2.090
C47 3.688 -0.345 -4.791
C48 5.186 -0.753 3.578
C49 -1.368 -0.360 2.669
C50 -2.784 -2.011 -5.313
C51 -2.432 -12.456 -4.116
C52 -5.002 -2.367 -6.099
C53 -0.741 1.258 4.855
C54 7.897 -1.049 -4.367
C55 -6.506 -0.538 -6.627
C56 1.632 -0.847 -0.537
C57 6.439 0.691 2.093
C58 -1.629 -11.365 -4.354
C59 3.263 1.159 -4.980
C60 -3.154 -6.235 -2.392
C61 5.476 -1.511 -0.959
C62 3.840 0.832 6.621
C63 2.311 3.715 -5.101
C64 -2.340 -0.089 3.618
C65 1.794 5.488 7.271
C66 3.713 3.508 -5.067
C67 7.406 0.209 -4.604
C68 1.382 2.722 -5.013
C69 1.639 4.256 3.683
C70 -4.423 2.509 7.040
C71 3.550 4.724 5.842
C72 -2.624 3.888 0.878
C73 -3.020 1.339 -1.957
C74 -4.420 1.289 -5.726
C75 -2.012 0.652 4.706
C76 -3.448 3.298 1.826
C77 5.052 0.204 4.743
C78 2.184 4.975 6.051
C79 -4.148 1.976 1.635
C80 -2.944 -0.626 -5.453
C81 -4.187 -0.149 -5.874
C82 -7.342 3.640 -5.921
C83 -3.170 -8.719 -2.145
C84 -6.772 0.911 -6.416
C85 0.249 0.943 3.904
C86 -1.585 -1.251 1.465
C87 -5.178 -1.028 -6.222
C88 -1.576 -7.608 -3.650
C89 5.597 1.891 -4.923
C90 -0.893 -1.866 -0.774
C91 -0.057 0.127 2.851
C92 -4.687 -0.297 -1.308
C93 -3.153 5.294 3.246
C94 1.253 -1.464 -1.692
C95 1.136 4.655 5.022
C96 -3.681 2.257 8.279
H1 -3.043 -4.145 -2.878
H2 -2.209 -13.386 -4.628
H3 -5.826 -2.909 -6.472
H4 -1.867 -2.280 -4.804
H5 -3.714 -4.001 -5.406
H6 0.743 5.566 7.452
H7 4.756 1.209 7.076
H8 1.918 -1.492 -2.551
H9 -2.358 1.844 -2.686
H10 -4.179 -13.200 -2.946
H11 -4.426 -11.193 -1.731
H12 -0.560 1.996 5.624
H13 8.937 -1.184 -4.249
H14 0.562 3.796 0.525
H15 -2.150 0.057 -5.132
H16 4.701 5.979 8.779
H17 -5.347 3.750 -5.128
H18 -6.819 1.621 6.208
H19 -1.334 -0.058 8.201
H20 -4.317 1.565 8.837
H21 2.892 3.492 0.076
H22 -0.743 -11.345 -4.968
H23 6.474 -2.274 1.329
H24 1.271 1.244 4.028
H25 4.892 1.238 4.451
H26 -7.486 4.722 -5.713
H27 -3.585 3.269 8.766
H28 5.000 -2.078 -1.723
H29 6.426 1.552 2.817
H30 -2.720 0.776 5.476
H31 2.036 4.783 -5.208
H32 5.492 4.785 6.669
H33 5.259 -1.807 3.970
H34 -5.765 2.197 4.804
H35 1.248 0.556 -4.836
H36 -3.910 -6.263 -1.621
H37 2.620 -0.414 -0.411
H38 -5.330 3.020 7.383
H39 2.278 6.355 9.158
H40 7.434 0.833 1.555
H41 5.995 0.329 5.295
H42 3.195 0.436 7.369
H43 -3.235 -0.643 3.425
H44 -3.832 3.170 6.351
H45 3.480 2.126 -1.595
H46 -2.710 0.076 9.381
H47 4.412 4.321 -4.909
H48 -1.520 5.558 0.228
H49 4.861 -2.725 -4.665
H50 4.339 -0.664 2.952
H51 4.784 -1.450 -0.073
H52 3.583 1.109 -0.166
H53 6.268 0.384 -0.571
H54 -0.443 -2.470 -2.674
H55 5.601 0.732 1.399
H56 7.355 -3.101 -4.170
H57 -8.777 0.726 -7.194
H58 -1.910 6.839 2.255
H59 8.050 1.103 -4.548
H60 -5.402 -0.149 0.663
H61 -0.240 4.240 2.856
H62 -1.091 -4.344 -4.315
H63 -2.990 -0.231 7.659
H64 6.602 -0.183 -2.254
H65 -3.629 -0.159 -3.281
H66 4.975 2.118 -0.527
H67 -1.901 -2.187 -0.842
H68 0.326 2.872 -4.984
H69 -5.199 -1.235 -1.471
H70 -4.271 3.556 3.784
H71 3.252 1.651 6.241
H72 5.892 -3.719 0.370
H73 -3.489 5.707 4.188
H74 4.576 3.734 1.913
H75 -0.089 -6.545 -4.732
H76 -9.246 3.105 -6.882
H77 7.599 -3.468 0.722
H78 -6.103 0.503 4.962

The SMILES is O=C1c2ccccc2C(=O)c2ccccc21.O=C1c2ccccc2C(=O)c2ccccc21.O=C1c2ccccc2C(=O)c2ccccc21.O=C1c2ccccc2C(=O)c2ccccc21.O=C1c2ccccc2C(=O)c2ccccc21.O=C1c2ccccc2C(=O)c2ccccc21.COCCOC.COCCOC.COCCOC. The LUMO energy is -0.05222 Eh. The total charge is 0. The value obtained for the molar mass is 1519.66 g mol⁻¹.

No. 3
Molecular formula: C12H27CaN5O7
Method: DFT, ωB97M-V/def2-TZVPD

Geometry (Å):
Ca1 0.566 -0.390 -1.228
O1 -0.016 -3.162 -2.798
O2 1.228 -0.970 -3.506
O3 -2.417 3.259 0.484
O4 2.486 1.636 -2.713
O5 2.437 -1.188 0.557
O6 -1.067 -0.953 1.912
O7 -0.403 1.549 1.523
N1 1.940 1.625 -1.591
N2 3.281 -1.645 2.634
N3 -0.791 -1.496 0.686
N4 -0.142 -2.679 -1.539
N5 0.449 1.567 0.540
C1 4.133 -2.733 2.164
C2 3.000 3.817 -1.098
C3 -0.799 0.334 -2.084
C4 -1.485 -4.659 -1.183
C5 1.281 3.795 1.364
C6 3.137 -1.407 4.051
C7 2.073 2.701 -0.747
C8 2.481 -0.959 1.778
C9 -0.936 -3.363 -0.725
C10 -1.262 -2.736 0.540
C11 1.233 2.669 0.402
C12 -2.057 -3.470 1.566
H1 -1.582 -4.421 1.814
H2 4.667 -2.385 1.262
H3 3.494 -3.614 1.948
H4 3.060 -0.340 4.288
H5 -1.857 2.590 0.916
H6 0.551 3.670 2.159
H7 -3.340 3.013 0.702
H8 2.275 3.878 1.810
H9 0.426 -2.287 -3.193
H10 4.008 -1.809 4.564
H11 2.266 -1.911 4.490
H12 3.466 3.606 -2.079
H13 -0.822 0.035 1.779
H14 -2.027 -5.183 -0.404
H15 -0.735 1.404 -1.764
H16 -3.061 -3.730 1.218
H17 2.463 4.786 -1.133
H18 -2.161 -4.521 -2.030
H19 1.080 4.733 0.842
H20 1.859 -0.180 2.247
H21 -2.159 -2.900 2.488
H22 -0.994 0.284 -3.131
H23 -0.675 -5.309 -1.512
H24 3.798 3.895 -0.336
H25 -1.570 -0.301 -1.605
H26 1.549 -0.056 -3.776
H27 4.818 -2.945 3.005

As for the energy above the lowest of the compared OMol25 structures with the same formula, charge and spin: 656.3 kJ/mol. The LUMO energy (alpha / beta) is -0.10853 / -0.10869 Eh. The total charge is 0. The value obtained for the molar mass is 393.45 g mol⁻¹.

No. 4
Molecular formula: C4H9Cl3O2Si
Method: DFT, ωB97M-V/def2-TZVPD

Geometry (Å):
Cl1 -0.625 3.386 -0.287
Cl2 0.137 1.790 2.000
Cl3 2.057 2.363 -0.098
Si1 -0.032 -0.566 -0.425
O1 -1.164 -0.976 0.622
O2 1.431 -1.196 -0.203
C1 -2.479 -0.487 0.879
C2 2.259 -1.123 0.976
C3 0.376 2.073 0.324
C4 -0.269 -0.287 -2.340
H1 -0.485 -1.179 -2.968
H2 1.870 -1.762 1.779
H3 3.286 -1.605 0.832
H4 0.630 0.185 -2.770
H5 2.420 -0.029 1.376
H6 -3.267 -1.284 0.999
H7 -1.069 0.414 -2.535
H8 -2.390 0.090 1.816
H9 -2.687 0.192 0.023

As for the energy above the lowest of the compared OMol25 structures with the same formula, charge and spin: 461.5 kJ/mol. The LUMO energy is 0.01669 Eh. The total charge is 0. The value obtained for the molar mass is 223.56 g mol⁻¹.

No. 5
Molecular formula: C4H11O2S2
Method: DFT, ωB97M-V/def2-TZVPD

Geometry (Å):
S1 -1.721 0.741 0.615
S2 -0.664 -0.318 2.098
O1 0.081 -1.923 -2.356
O2 2.755 0.978 -2.087
C1 1.228 -0.103 1.548
C2 -2.129 -0.281 -0.801
C3 1.482 1.081 -0.945
C4 1.294 -0.176 0.023
H1 -2.490 -1.267 -0.598
H2 1.550 0.723 -2.137
H3 0.436 1.337 -1.140
H4 1.608 0.917 1.850
H5 1.754 -0.868 2.234
H6 2.143 -0.899 -0.271
H7 -0.266 -1.361 -1.642
H8 -2.166 0.292 -1.772
H9 0.377 -0.650 -0.355
H10 1.867 2.026 -0.492
H11 -0.582 -2.580 -2.485

As for the energy above the lowest of the compared OMol25 structures with the same formula, charge and spin: 585.2 kJ/mol. The LUMO energy is 0.12289 Eh. The total charge is -1. The value obtained for the molar mass is 155.26 g mol⁻¹.